Computed, not measured: an isolated ion of composition C28H31N4 and charge +1 at a distorted geometry, with ωB97M-V/def2-TZVPD.

energy relative to the best compared isomer or geometry (same formula, charge and spin): 105.15 kJ/mol
E_HOMO: -9.78 eV
SMILES string: Cc1c(C(c2c(C)n(C)c3ccccc23)[n+]2ccc(N(C)C)cc2)c2ccccc2n1C

```
! wB97M-V def2-TZVPD RIJCOSX def2/J DEFGRID3
* xyz 1 1
C -2.597 2.112 -1.621
C -1.502 2.299 -0.636
C -1.008 1.391 0.306
C -1.179 -0.136 0.186
C -1.023 -0.808 1.585
C -1.932 -0.892 2.673
C -3.271 -0.299 2.945
N -1.378 -1.665 3.679
C -1.942 -1.915 5.018
C -0.082 -2.045 3.312
C 0.971 -2.575 4.063
C 2.243 -2.678 3.446
C 2.465 -2.168 2.160
C 1.439 -1.518 1.470
C 0.155 -1.516 2.010
N -0.414 -0.697 -0.960
C -1.094 -1.424 -1.921
C -0.614 -1.634 -3.198
C 0.728 -1.321 -3.521
N 1.384 -1.880 -4.564
C 2.783 -1.596 -4.841
C 0.726 -2.851 -5.409
C 1.353 -0.440 -2.595
C 0.766 -0.116 -1.390
C -0.080 2.150 1.136
C 0.807 1.758 2.147
C 1.927 2.555 2.427
C 2.211 3.692 1.644
C 1.338 4.117 0.617
C 0.162 3.394 0.451
N -0.712 3.415 -0.645
C -0.688 4.386 -1.725
H -3.194 1.238 -1.333
H -3.313 2.943 -1.735
H -2.169 1.938 -2.621
H -2.220 -0.306 -0.087
H -3.599 0.263 2.065
H -4.011 -1.090 3.167
H -3.304 0.381 3.821
H -1.237 -2.561 5.579
H -2.122 -0.972 5.575
H -2.915 -2.432 4.954
H 0.804 -2.904 5.091
H 3.069 -3.162 3.964
H 3.426 -2.278 1.657
H 1.592 -0.952 0.558
H -2.068 -1.832 -1.604
H -1.278 -2.140 -3.894
H 3.151 -0.830 -4.160
H 3.396 -2.491 -4.708
H 2.917 -1.253 -5.871
H 0.013 -3.473 -4.854
H 0.181 -2.390 -6.244
H 1.459 -3.519 -5.860
H 2.340 -0.015 -2.734
H 1.215 0.581 -0.678
H 0.579 0.871 2.735
H 2.595 2.264 3.248
H 3.151 4.222 1.808
H 1.609 4.917 -0.090
H 0.261 4.926 -1.658
H -0.728 3.877 -2.702
H -1.540 5.084 -1.643
*
```

Löwdin atomic charge list, values in e, 5 entries:
1 C -0.010
2 C -0.227
3 C -0.083
4 C -0.135
5 C -0.062